## A
C3H6N4O | wB97M-V/def2-TZVPD

```
14
C3H6N4O wB97M-V/def2-TZVPD
C -2.74 0.04 -0.49
C 0.21 -0.26 -0.20
C 1.51 -1.02 -0.08
H -3.77 0.07 0.09
H -2.19 0.74 -1.21
H -2.56 -0.80 -1.11
H -2.23 -0.74 1.37
H -0.31 1.11 1.28
H 1.39 2.46 -0.86
N -1.67 -0.13 0.62
N -0.74 -1.02 0.03
N 0.30 1.18 0.07
N 2.58 -1.49 -0.05
O 1.55 1.84 0.05
```

Quick look at the Löwdin charges, all values in e: number 1, C, carries -0.08; number 2, C, carries -0.38; number 3, C, carries -0.14; number 4, H, carries 0.12; number 5, H, carries 0.09; number 6, H, carries 0.03; number 7, H, carries 0.16; number 8, H, carries 0.28; number 9, H, carries 0.20; number 10, N, carries -0.20; number 11, N, carries 0.02; number 12, N, carries -0.12; number 13, N, carries 0.14; number 14, O, carries -0.13

=====

## B
C3H6N4O | wB97M-V/def2-TZVPD

```
14
C3H6N4O wB97M-V/def2-TZVPD
C -0.21 0.38 -0.22
C -1.39 -0.38 -0.14
C 0.24 -1.74 0.03
H -0.66 2.44 -0.55
H 0.30 2.17 0.87
H -3.44 -0.28 0.12
H 0.71 -2.77 -0.03
H 2.49 0.26 -0.82
H 2.06 0.46 0.77
N 0.40 1.73 -0.17
N -1.09 -1.69 -0.17
N 0.89 -0.59 0.07
N 2.27 -0.32 0.07
O -2.56 0.33 0.17
```

Quick look at the Löwdin charges, all values in e: number 1, C, carries -0.24; number 2, C, carries -0.38; number 3, C, carries -0.20; number 4, H, carries 0.21; number 5, H, carries 0.10; number 6, H, carries 0.18; number 7, H, carries 0.14; number 8, H, carries 0.13; number 9, H, carries 0.10; number 10, N, carries -0.02; number 11, N, carries 0.09; number 12, N, carries -0.17; number 13, N, carries 0.07; number 14, O, carries -0.02

=====

## C
C3H6N4O | wB97M-V/def2-TZVPD

Computed properties:
- SMILES: [H]/N=c1\nc[nH]n1OC

```
14
C3H6N4O wB97M-V/def2-TZVPD
H -0.70 2.80 0.02
N -0.03 2.14 -0.37
C -0.54 1.00 -0.34
N -1.81 0.60 0.21
C -1.83 -0.69 0.10
N -0.61 -1.27 -0.40
N 0.02 -0.13 -0.93
O 1.42 -0.14 -0.79
C 1.82 -0.25 0.60
H -2.66 -1.36 0.27
H -0.78 -1.94 -1.14
H 1.32 -1.10 1.08
H 2.91 -0.31 0.56
H 1.49 0.65 1.14
```

Quick look at the Löwdin charges, all values in e: number 1, H, carries 0.06; number 2, N, carries 0.16; number 3, C, carries -0.50; number 4, N, carries 0.14; number 5, C, carries -0.12; number 6, N, carries 0.06; number 7, N, carries -0.10; number 8, O, carries -0.13; number 9, C, carries -0.07; number 10, H, carries 0.12; number 11, H, carries 0.13; number 12, H, carries 0.07; number 13, H, carries 0.09; number 14, H, carries 0.08

=====

## D
C3H6N4O | wB97M-V/def2-TZVPD

Computed properties:
- SMILES: [H]/N=C/N=C/N(O)/C=N/[H]

```
14
C3H6N4O wB97M-V/def2-TZVPD
H -3.68 -1.36 0.29
N -2.69 -1.03 0.54
C -2.48 0.08 -0.21
N -1.29 0.64 -0.30
C -0.24 -0.21 -0.16
N 0.99 0.33 -0.01
O 0.95 1.76 0.09
C 2.20 -0.24 0.21
N 2.50 -1.47 -0.31
H 3.49 -1.41 0.21
H -3.34 0.38 -1.14
H -0.21 -1.27 -0.25
H -0.11 1.85 0.65
H 2.79 0.62 1.01
```

Quick look at the Löwdin charges, all values in e: number 1, H, carries 0.04; number 2, N, carries 0.04; number 3, C, carries -0.38; number 4, N, carries 0.00; number 5, C, carries -0.08; number 6, N, carries -0.19; number 7, O, carries -0.08; number 8, C, carries -0.25; number 9, N, carries 0.07; number 10, H, carries 0.08; number 11, H, carries 0.17; number 12, H, carries 0.13; number 13, H, carries 0.24; number 14, H, carries 0.21

=====

The data favor C; the next most stable structure lies 0.0411 hartree above it.

=====

## A
C3H6N4O | wB97M-V/def2-TZVPD

Computed properties:
- SMILES: c1nnn[nH]1.CC=O

```
14
C3H6N4O wB97M-V/def2-TZVPD
C -0.26 1.72 -2.56
N -1.23 0.79 -2.66
N -0.69 -0.30 -2.14
N 0.56 -0.20 -1.84
N 0.85 1.05 -2.17
H -0.21 2.73 -2.93
H 1.83 1.44 -2.02
C -0.42 -1.25 0.78
C 0.60 -0.17 1.09
O 0.65 0.84 0.47
H -1.25 -0.74 0.38
H -0.19 -1.73 -0.15
H -0.75 -1.82 1.73
H 1.50 -0.44 1.84
```

Quick look at the Löwdin charges, all values in e: number 1, C, carries -0.15; number 2, N, carries 0.03; number 3, N, carries -0.08; number 4, N, carries -0.01; number 5, N, carries -0.02; number 6, H, carries 0.11; number 7, H, carries 0.19; number 8, C, carries -0.08; number 9, C, carries -0.33; number 10, O, carries 0.00; number 11, H, carries 0.04; number 12, H, carries 0.05; number 13, H, carries 0.11; number 14, H, carries 0.14

=====

## B
C3H6N4O | wB97M-V/def2-TZVPD

```
14
C3H6N4O wB97M-V/def2-TZVPD
C 0.05 1.02 1.81
C 0.09 -0.24 -2.27
C 0.33 -1.38 -0.62
H -0.94 1.15 2.41
H -0.15 1.92 1.11
H 1.11 0.89 2.42
H -0.48 1.49 -1.04
H -0.16 0.31 -3.11
H -0.14 -1.80 1.22
N 0.22 0.01 -0.16
N -0.66 0.48 -1.19
N 0.85 -1.41 -2.04
N 0.29 -2.38 0.33
O -0.42 -0.06 1.14
```

Quick look at the Löwdin charges, all values in e: number 1, C, carries -0.15; number 2, C, carries -0.08; number 3, C, carries -0.40; number 4, H, carries 0.12; number 5, H, carries 0.09; number 6, H, carries 0.15; number 7, H, carries 0.13; number 8, H, carries 0.08; number 9, H, carries 0.10; number 10, N, carries -0.13; number 11, N, carries 0.06; number 12, N, carries 0.17; number 13, N, carries 0.10; number 14, O, carries -0.23

=====

## C
C3H6N4O | wB97M-V/def2-TZVPD

Computed properties:
- SMILES: [H]/N=C(\N=C)N(N)C=O

```
14
C3H6N4O wB97M-V/def2-TZVPD
H -0.76 -2.38 -1.10
N -1.00 -1.40 -1.01
C -0.25 -0.73 -0.25
N 0.72 -1.20 0.58
C 1.96 -0.99 0.60
N -0.57 0.66 -0.04
N -1.72 0.99 0.70
C 0.08 1.62 -0.72
O 1.00 1.43 -1.47
H 2.48 -0.38 -0.14
H 2.53 -1.45 1.39
H -2.53 0.52 0.29
H -1.61 0.69 1.67
H -0.34 2.61 -0.49
```

Quick look at the Löwdin charges, all values in e: number 1, H, carries 0.06; number 2, N, carries 0.18; number 3, C, carries -0.47; number 4, N, carries 0.08; number 5, C, carries 0.01; number 6, N, carries -0.13; number 7, N, carries 0.08; number 8, C, carries -0.33; number 9, O, carries 0.03; number 10, H, carries 0.09; number 11, H, carries 0.07; number 12, H, carries 0.09; number 13, H, carries 0.09; number 14, H, carries 0.13

=====

## D
C3H6N4O | wB97M-V/def2-TZVPD

Computed properties:
- SMILES: NCc1nn[nH]c1O

```
14
C3H6N4O wB97M-V/def2-TZVPD
N -1.91 0.06 0.18
C -0.84 -1.01 -0.17
C 0.56 -0.56 -0.18
N 1.74 -1.26 -0.03
N 2.72 -0.49 0.02
N 2.24 0.86 -0.01
C 0.85 0.81 -0.14
O -0.01 1.85 -0.22
H -2.82 0.11 -0.40
H -2.31 0.06 1.22
H -0.91 -1.96 0.37
H -1.38 -1.42 -1.19
H 2.93 1.62 0.62
H -0.86 1.32 -0.09
```

Quick look at the Löwdin charges, all values in e: number 1, N, carries -0.06; number 2, C, carries -0.19; number 3, C, carries -0.26; number 4, N, carries 0.00; number 5, N, carries -0.06; number 6, N, carries 0.03; number 7, C, carries -0.33; number 8, O, carries 0.04; number 9, H, carries 0.12; number 10, H, carries 0.14; number 11, H, carries 0.10; number 12, H, carries 0.15; number 13, H, carries 0.25; number 14, H, carries 0.05

=====

The data favor C; the next most stable structure lies 0.0335 hartree above it.